Record 1
DFT (ωB97M-V/def2-TZVPD) results for a 3-piece molecular cluster, C5H12O3 overall.

CARTESIAN COORDINATES (ANGSTROEM)
C  -0.23804  -4.01508  1.33147
C  -0.67444  -2.61229  1.47931
C  -0.45079  -1.68400  0.52387
C  -0.68274  -0.32767  0.79838
C  -0.16307  0.72043  0.01189
O  0.02097  1.86431  0.74836
H  0.25486  -4.34019  2.24431
H  0.50778  -4.03344  0.54888
H  -1.04533  -4.69979  1.05822
H  -0.95170  -2.17038  2.42730
H  -0.16911  -1.91486  -0.46641
H  -1.21809  -0.06893  1.69690
H  0.72539  0.36405  -0.54635
H  -0.79869  0.98638  -0.87496
H  0.66411  2.37795  0.13405
H  1.75709  3.83794  -1.41827
O  1.29503  3.06729  -1.08604
H  0.08855  2.11296  -3.66109
H  0.67648  2.37239  -2.16524
O  0.28757  1.62842  -2.85298

As for the energy above the lowest of the compared OMol25 structures with the same formula, charge and spin: 120.84 kcal/mol. Its HOMO energy is -7.90 eV. The charge is 0. As for the orbital gap: 5.0407 eV. The calculation puts the total energy at -11517.526 eV.

Record 2
DFT (ωB97M-V/def2-TZVPD) results for a 4-piece molecular cluster, C2H11NO5 overall.

CARTESIAN COORDINATES (ANGSTROEM)
O  -0.06578  -1.38057  0.47215
C  0.48254  -1.02472  -0.54965
O  1.89103  -1.31213  -0.71883
C  0.15584  -0.44452  -1.86848
N  -1.25302  -0.14129  -2.01316
H  2.08594  -2.12845  -0.41787
H  0.62003  0.47196  -2.19017
H  0.31351  -1.22775  -2.73795
H  -1.48203  0.65785  -1.57838
H  -1.83606  -0.97395  -1.72347
H  0.19233  2.01958  0.46089
H  1.47545  1.57396  0.21068
O  0.64865  1.59121  -0.23977
H  -2.01087  1.65367  1.78501
H  -2.18902  0.12434  1.58160
O  -1.82404  0.80988  2.07263
H  1.33367  -0.18218  1.87036
H  0.29238  -0.12169  2.81663
O  1.16943  0.03479  2.76778

As for the energy above the lowest of the compared OMol25 structures with the same formula, charge and spin: 56.23 kcal/mol. Its HOMO energy (spin up / spin down) is -14.19 / -14.19 eV. The charge is +1. Its spin multiplicity is 2. The expectation value of S² is 0.7544. As for the orbital gap (spin up / spin down): 10.2165 / 4.4006 eV. The calculation puts the total energy at -13968.955 eV.